(1)
Below is a cluster of 7 separate species, C15H35BO26PS6 in total at a distorted geometry, with properties calculated with wB97M-V/def2-TZVPD.

Values from the calculation:
Gap between HOMO and LUMO, eV: 8.3
LUMO, eV: -3.90
HOMO level, eV: -12.18

```
! wB97M-V def2-TZVPD RIJCOSX def2/J DEFGRID3
* xyz 1 1
C -4.291 -3.601 1.677
B -5.126 -2.290 1.678
O -4.748 -1.186 2.383
P -6.787 -2.161 0.618
C -8.242 -2.478 1.703
C -8.458 -4.010 1.688
O -9.520 -4.353 2.538
H -4.185 -3.983 0.649
H -3.286 -3.468 2.092
H -4.789 -4.415 2.231
H -5.490 -0.935 2.962
H -6.895 -0.962 -0.104
H -6.753 -3.234 -0.296
H -8.058 -2.122 2.727
H -9.138 -1.947 1.359
H -8.718 -4.289 0.650
H -7.497 -4.500 1.940
H -9.655 -5.309 2.444
C -3.563 3.355 4.039
C -2.198 3.013 4.591
O -1.902 1.714 4.051
S -2.568 1.580 2.600
O -1.583 1.855 1.615
O -3.345 0.382 2.561
O -3.551 2.842 2.698
H -4.355 2.846 4.593
H -3.754 4.424 4.038
H -2.180 2.993 5.678
H -1.440 3.711 4.230
C 0.438 -5.671 -0.563
C -0.183 -4.373 -0.091
O -1.551 -4.456 -0.516
S -2.029 -5.992 -0.475
O -2.723 -6.213 0.746
O -2.590 -6.316 -1.734
O -0.581 -6.659 -0.357
H 0.672 -5.637 -1.628
H 1.335 -5.928 -0.005
H 0.299 -3.498 -0.521
H -0.168 -4.299 0.999
C 0.261 1.648 -1.088
C 0.928 2.855 -1.711
O 1.803 2.306 -2.709
S 1.148 0.969 -3.316
O 0.489 1.294 -4.527
O 2.108 -0.071 -3.231
O 0.036 0.746 -2.181
H 0.921 1.156 -0.370
H -0.678 1.896 -0.603
H 1.489 3.442 -0.989
H 0.202 3.497 -2.214
C 4.414 2.174 -5.433
C 4.291 3.063 -4.216
O 5.208 4.139 -4.465
S 5.271 4.428 -6.044
O 4.412 5.515 -6.344
O 6.632 4.409 -6.446
O 4.564 3.076 -6.537
H 5.308 1.549 -5.381
H 3.541 1.542 -5.574
H 4.548 2.546 -3.295
H 3.289 3.481 -4.130
C 8.840 1.032 -6.541
C 8.424 0.881 -7.988
O 8.029 -0.494 -8.110
S 7.392 -0.990 -6.725
O 5.978 -0.896 -6.822
O 8.050 -2.179 -6.326
O 7.907 0.226 -5.808
H 9.843 0.634 -6.371
H 8.797 2.065 -6.203
H 9.229 1.110 -8.681
H 7.558 1.506 -8.219
C 1.501 1.757 9.040
C 0.521 1.511 7.913
O -0.366 2.636 7.952
S 0.451 3.939 8.451
O 0.846 4.683 7.310
O -0.255 4.516 9.532
O 1.737 3.169 9.019
H 1.068 1.498 10.008
H 2.434 1.216 8.905
H -0.033 0.584 8.037
H 1.023 1.507 6.943
*
```

(2)
Below is a structure of composition C15H35BeN2OP3 at a distorted geometry, with properties calculated with wB97M-V/def2-TZVPD.

Values from the calculation:
Gap between HOMO and LUMO (spin up / spin down), eV: 6.2 / 6.3
LUMO (spin up / spin down), eV: -3.30 / -3.44
Expectation value of S²: 0.754
HOMO level (spin up / spin down), eV: -9.50 / -9.77

```
! wB97M-V def2-TZVPD RIJCOSX def2/J DEFGRID3
* xyz 1 2
Be 0.863 -1.071 -0.693
P -1.991 -0.638 0.428
P 0.340 0.945 -2.767
N 0.798 -1.549 0.898
N 2.258 -0.229 -0.637
H 2.689 -2.401 1.517
H 3.119 0.481 1.179
H 2.096 -1.046 2.527
C 2.139 -1.439 1.495
H 3.968 -0.925 0.464
C 2.970 -0.471 0.628
H 0.290 -3.464 1.683
H 3.874 0.796 -1.473
C -0.023 -2.555 1.139
C 2.814 0.524 -1.588
H -2.059 -2.586 1.879
C -1.505 -2.394 0.950
H -1.871 -3.102 0.190
H 0.272 -0.082 -3.760
H 0.287 2.064 -3.660
H -2.245 -0.783 -0.963
H -3.340 -0.586 0.843
O 0.095 -1.866 -1.748
C 0.329 -3.254 -1.616
C -0.765 -4.070 -2.291
C 1.706 -3.599 -2.140
H 0.271 -3.446 -0.454
H -1.674 -4.065 -1.701
H -0.994 -3.694 -3.298
H -0.439 -5.115 -2.390
H 2.503 -3.126 -1.552
H 1.884 -4.678 -2.101
H 1.785 -3.258 -3.185
C 2.126 0.967 -2.706
H 2.708 1.469 -3.480
C -0.599 1.295 3.544
C -1.672 1.901 2.633
P -1.441 1.589 0.857
C -2.699 2.464 -0.126
C -2.741 3.986 0.013
C 0.181 2.297 0.414
C 0.537 3.608 1.114
H -0.477 0.217 3.366
H -0.908 1.428 4.591
H 0.378 1.782 3.430
H -2.659 1.491 2.892
H -1.737 2.991 2.766
H -2.530 2.180 -1.176
H -3.666 2.036 0.172
H -1.915 4.481 -0.511
H -3.667 4.358 -0.442
H -2.744 4.317 1.058
H 0.943 1.529 0.614
H 0.186 2.449 -0.682
H 0.635 3.482 2.196
H 1.508 3.957 0.741
H -0.194 4.404 0.919
*
```

(3)
Below is a cluster of 6 separate species, C15H35ClN5O5 in total at a distorted geometry, with properties calculated with wB97M-V/def2-TZVPD.

Values from the calculation:
Gap between HOMO and LUMO, eV: 9.6
LUMO, eV: 2.71
HOMO level, eV: -6.89

```
! wB97M-V def2-TZVPD RIJCOSX def2/J DEFGRID3
* xyz -1 1
Cl 10.871 7.521 -15.858
C 15.035 7.897 -16.718
C 15.225 9.186 -15.931
O 16.253 9.833 -15.953
N 14.116 9.594 -15.254
C 14.076 10.868 -14.541
H 14.963 8.256 -17.749
H 14.071 7.421 -16.536
H 15.861 7.199 -16.637
H 13.329 8.967 -15.261
H 13.742 10.673 -13.522
H 13.346 11.539 -14.992
H 15.093 11.244 -14.599
C 12.245 6.907 -19.676
C 11.275 8.025 -20.033
O 11.356 8.610 -21.111
N 10.336 8.268 -19.094
C 9.484 9.441 -19.197
H 12.677 6.399 -20.535
H 11.698 6.167 -19.084
H 13.101 7.231 -19.083
H 10.454 7.716 -18.254
H 8.423 9.200 -19.200
H 9.840 10.151 -19.931
H 9.639 9.936 -18.227
C 10.123 5.080 -13.003
C 11.074 5.833 -12.114
O 11.549 5.305 -11.116
N 11.326 7.092 -12.520
C 12.548 7.805 -12.186
H 10.587 4.593 -13.855
H 9.219 5.623 -13.311
H 9.537 4.352 -12.426
H 10.887 7.360 -13.394
H 12.894 7.438 -11.214
H 12.399 8.876 -12.131
H 13.414 7.464 -12.760
C 9.565 10.808 -12.706
C 10.046 11.746 -13.781
O 9.991 12.956 -13.571
N 10.571 11.200 -14.887
C 10.838 12.006 -16.073
H 8.498 10.693 -12.895
H 9.858 11.253 -11.759
H 10.054 9.830 -12.723
H 10.526 10.213 -15.071
H 11.510 12.848 -15.902
H 9.997 12.565 -16.505
H 11.127 11.259 -16.810
C 11.868 3.382 -16.979
C 12.966 3.538 -15.919
O 13.733 2.637 -15.624
N 13.004 4.776 -15.374
C 14.086 5.126 -14.473
H 12.367 3.487 -17.939
H 11.086 4.118 -16.812
H 11.496 2.375 -16.793
H 12.350 5.489 -15.659
H 13.829 4.938 -13.427
H 14.340 6.186 -14.509
H 14.978 4.561 -14.733
*
```

(4)
Below is a structure of composition C15H36BBaBrNSi at a distorted geometry, with properties calculated with wB97M-V/def2-TZVPD.

Values from the calculation:
Gap between HOMO and LUMO, eV: 4.0
LUMO, eV: -5.43
HOMO level, eV: -9.45

```
! wB97M-V def2-TZVPD RIJCOSX def2/J DEFGRID3
* xyz 1 1
C 5.317 0.871 1.426
C 4.852 -0.437 0.779
C 3.996 -1.288 1.717
C 2.964 -2.140 0.988
C 1.952 -1.316 0.183
C 0.574 -1.973 0.082
C -0.526 -1.263 0.840
B -1.121 0.097 0.017
C -0.516 0.148 -1.504
C -1.195 1.137 -2.442
C -0.480 1.278 -3.777
Br -0.702 -0.287 -4.887
C -0.670 1.405 0.897
N -1.312 2.667 0.478
C -0.420 3.781 0.165
Si -3.107 -0.281 0.068
C -4.311 1.035 -0.525
C -3.659 -0.710 1.844
C -3.356 -1.887 -0.953
H 5.434 0.760 2.500
H 6.250 1.219 0.997
H 4.574 1.650 1.264
H 5.716 -1.012 0.452
H 4.293 -0.191 -0.121
H 4.653 -1.945 2.284
H 3.478 -0.646 2.430
H 3.491 -2.816 0.311
H 2.446 -2.777 1.722
H 1.828 -0.327 0.614
H 2.330 -1.192 -0.828
H 0.719 -2.973 0.569
H 0.292 -2.213 -0.948
H -0.126 -1.006 1.829
H -1.394 -1.931 1.033
H -0.594 -0.823 -2.006
H 0.549 0.412 -1.465
H -1.247 2.128 -1.998
H -2.202 0.779 -2.651
H 0.588 1.406 -3.621
H -0.834 2.138 -4.333
H 0.418 1.526 0.804
H -0.841 1.236 1.968
H -1.937 2.967 1.207
H -0.699 4.262 -0.773
H 0.608 3.442 0.060
H -0.424 4.558 0.931
H -4.358 1.833 0.212
H -4.068 1.453 -1.494
H -5.314 0.607 -0.589
H -4.734 -0.563 1.935
H -3.178 -0.054 2.567
H -3.465 -1.749 2.120
H -4.389 -2.188 -1.097
H -2.869 -1.750 -1.917
H -2.819 -2.702 -0.439
Ba -0.454 -4.353 1.076
*
```